(A)
{"formula": "C4H11NO3", "method": "ωB97M-V with the def2-TZVPD basis set", "smiles": "C[C@H](O)OO.[H]/N=C\\C", "homo_lumo_gap_ev": 10.645, "symbols": ["O", "O", "O", "N", "C", "C", "C", "C", "H", "H", "H", "H", "H", "H", "H", "H", "H", "H", "H"], "positions_angstrom": [[0.841, 1.541, 0.421], [0.307, -0.644, 0.914], [-0.985, -0.213, 1.302], [0.097, 0.274, -1.899], [-1.678, -1.428, -2.143], [1.463, 0.748, 2.570], [1.244, 0.401, 1.103], [-1.106, -0.088, -1.846], [-1.001, 0.717, 1.002], [-2.529, -1.338, -2.815], [-2.034, -1.858, -1.206], [-1.819, 0.668, -1.519], [1.778, -0.140, 3.110], [0.538, 1.121, 3.000], [0.692, 1.314, -0.527], [-0.932, -2.092, -2.574], [2.225, 1.517, 2.641], [0.746, -0.453, -2.201], [2.153, -0.048, 0.668]]}

=====

(B)
{"formula": "C4H11NO3", "method": "ωB97M-V with the def2-TZVPD basis set", "smiles": "C[C@@H](O)CC(N)=O.O", "homo_lumo_gap_ev": 10.601, "symbols": ["O", "O", "O", "N", "C", "C", "C", "C", "H", "H", "H", "H", "H", "H", "H", "H", "H", "H", "H"], "positions_angstrom": [[1.048, -0.232, 1.091], [-0.241, 0.641, -2.245], [4.062, -0.328, 0.328], [-0.146, 1.005, 2.458], [-0.899, 0.702, 0.035], [0.036, 0.441, 1.237], [-0.627, -0.251, -1.136], [-1.783, -1.114, -1.501], [-0.885, 1.618, -0.285], [-2.074, -1.829, -0.700], [3.374, 0.252, 0.741], [3.588, -1.204, 0.567], [-2.650, -0.682, -1.914], [-1.972, 0.546, 0.419], [-0.767, 1.739, 2.806], [0.359, -0.983, -0.812], [-1.473, -1.793, -2.240], [0.321, 0.617, 3.244], [0.728, 0.857, -2.093]]}

=====

(C)
{"formula": "C4H11NO3", "method": "ωB97M-V with the def2-TZVPD basis set", "smiles": "c1cc[nH]c1.O.O.O", "homo_lumo_gap_ev": 8.626, "symbols": ["O", "O", "O", "N", "C", "C", "C", "C", "H", "H", "H", "H", "H", "H", "H", "H", "H", "H", "H"], "positions_angstrom": [[-0.364, -3.138, 1.756], [-1.899, -1.420, 0.219], [-0.245, -0.798, -2.253], [1.151, 1.015, 1.070], [0.842, 2.316, -0.705], [1.750, 1.929, 0.234], [-0.105, 0.728, 0.552], [-0.370, 1.553, -0.496], [-0.716, 0.080, 1.147], [2.818, 2.077, 0.249], [-1.105, 1.472, -1.275], [-2.839, -1.519, 0.034], [-0.869, -2.936, 0.948], [1.654, 0.255, 1.500], [-0.018, -0.275, -3.035], [0.487, -3.449, 1.432], [0.630, -1.023, -1.910], [0.978, 3.111, -1.416], [-1.495, -1.205, -0.638]]}

=====

What are the relative energies? In kcal/mol: (A) 54.9; (B) 7.0; (C) 0.0.

=====

(A)
{"formula": "C39H36Cl2I2N5O4PRuS", "method": "ωB97M-V with the def2-TZVPD basis set", "s2": 0.76, "total_charge": 1, "multiplicity": 2, "homo_lumo_gap_ev": [6.851, 5.913], "symbols": ["I", "I", "Ru", "Cl", "Cl", "S", "P", "O", "O", "O", "O", "N", "N", "N", "N", "N", "C", "C", "C", "C", "C", "C", "C", "C", "C", "C", "C", "C", "C", "C", "C", "C", "C", "C", "C", "C", "C", "C", "C", "C", "C", "C", "C", "C", "C", "C", "C", "C", "C", "C", "C", "C", "C", "C", "C", "H", "H", "H", "H", "H", "H", "H", "H", "H", "H", "H", "H", "H", "H", "H", "H", "H", "H", "H", "H", "H", "H", "H", "H", "H", "H", "H", "H", "H", "H", "H", "H", "H", "H", "H", "H"], "positions_angstrom": [[0.871, 3.675, 7.999], [1.983, -1.843, 5.962], [0.612, 0.434, 1.516], [-2.337, 4.797, 0.002], [-3.176, 2.602, 1.760], [-1.756, -1.319, 2.748], [1.116, -1.524, 0.318], [1.187, -0.372, 3.265], [-3.997, 1.806, -1.642], [-0.899, -2.492, 2.878], [3.152, 1.982, 1.116], [-1.209, -0.110, 2.060], [-0.014, 1.394, -0.281], [0.444, 2.131, 2.742], [-3.312, 0.786, -3.543], [2.726, 0.677, 1.316], [0.088, 3.352, 2.428], [-1.247, 1.188, -0.755], [-3.714, 3.876, 0.661], [0.443, 2.791, -2.157], [4.185, -3.542, 3.096], [4.332, -2.214, 2.723], [3.387, -1.596, 1.914], [1.906, -0.485, -3.535], [1.295, -0.775, -2.328], [2.159, -3.661, 1.806], [-5.257, -0.707, -3.196], [0.255, 4.083, 4.697], [-1.995, 0.768, -5.657], [-0.812, 2.526, -2.679], [4.038, -1.033, -2.583], [1.335, 1.057, 6.621], [3.284, -0.606, -3.665], [-2.277, -3.421, -0.956], [-1.420, -2.522, -0.334], [2.307, -2.345, 1.409], [-0.050, -2.746, -0.338], [-1.672, 1.705, -1.968], [0.962, 2.353, 6.390], [-0.016, 4.368, 3.391], [2.048, -1.182, -1.225], [-1.767, -4.548, -1.580], [-4.705, 0.518, -3.911], [0.729, 1.820, 4.044], [3.423, -1.322, -1.371], [3.608, -0.171, 1.667], [-0.395, -4.772, -1.598], [0.461, -3.870, -0.991], [1.120, 0.471, 4.278], [3.088, -4.256, 2.655], [-2.285, 0.100, -4.322], [1.418, 0.118, 5.576], [-3.094, 1.428, -2.376], [0.815, 2.194, -0.968], [0.646, 2.776, 5.074], [4.630, 0.184, 1.811], [-2.436, -5.254, -2.055], [5.177, -1.644, 3.090], [-4.340, 4.570, 1.208], [-2.891, 0.830, -6.275], [4.029, -1.690, -0.553], [5.108, -1.156, -2.682], [0.174, 4.850, 5.456], [-5.294, 1.399, -3.665], [-2.625, -0.926, -4.485], [-4.667, -1.597, -3.425], [1.139, 3.441, -2.667], [-0.148, 3.546, 1.389], [2.948, -5.283, 2.963], [4.917, -4.005, 3.745], [-1.125, 2.971, -3.614], [-1.376, 0.028, -3.727], [-1.827, -1.646, 0.149], [0.007, -5.646, -2.093], [3.764, -0.385, -4.608], [-1.912, 0.601, -0.137], [-6.283, -0.896, -3.510], [-1.614, 1.781, -5.519], [0.215, -0.707, -2.246], [-5.253, -0.547, -2.119], [-4.736, 0.385, -4.992], [1.798, 2.350, -0.549], [1.572, 0.736, 7.626], [-3.344, -3.240, -0.943], [-0.323, 5.357, 3.082], [1.532, -4.034, -1.037], [1.303, -4.228, 1.468], [-4.218, 3.405, -0.173], [-1.251, 0.194, -6.211], [1.306, -0.174, -4.382], [4.025, 2.086, 1.528]]}

=====

(B)
{"formula": "C39H36Cl2I2N5O4PRuS", "method": "ωB97M-V with the def2-TZVPD basis set", "s2": 0.76, "total_charge": 1, "multiplicity": 2, "homo_lumo_gap_ev": [7.493, 6.893], "symbols": ["I", "I", "Ru", "Cl", "Cl", "S", "P", "O", "O", "O", "O", "N", "N", "N", "N", "N", "C", "C", "C", "C", "C", "C", "C", "C", "C", "C", "C", "C", "C", "C", "C", "C", "C", "C", "C", "C", "C", "C", "C", "C", "C", "C", "C", "C", "C", "C", "C", "C", "C", "C", "C", "C", "C", "C", "C", "H", "H", "H", "H", "H", "H", "H", "H", "H", "H", "H", "H", "H", "H", "H", "H", "H", "H", "H", "H", "H", "H", "H", "H", "H", "H", "H", "H", "H", "H", "H", "H", "H", "H", "H", "H"], "positions_angstrom": [[3.749, 4.409, -5.181], [-1.048, 1.084, -6.323], [-1.081, 1.362, -0.076], [1.319, 3.061, 3.147], [2.623, 0.724, 1.901], [-2.605, 1.902, -2.626], [-2.206, 0.326, 1.622], [3.533, -0.524, -2.141], [-2.222, 3.334, -2.628], [-1.467, 4.319, -0.210], [-1.141, 1.089, -3.180], [0.401, 2.412, -1.300], [-0.334, -0.427, -0.902], [-2.660, 1.395, -1.113], [-1.753, 3.233, 0.608], [3.804, -2.722, -1.684], [-3.730, 3.579, 3.638], [1.298, 2.728, -5.360], [2.646, 3.868, -2.079], [0.450, -0.644, 4.630], [1.187, 3.009, -0.425], [2.332, 3.738, -0.761], [-3.422, -2.206, 1.916], [0.716, -2.647, -2.179], [0.715, -2.250, 2.867], [2.601, 1.845, 3.271], [-4.382, 2.982, 4.699], [1.558, -1.678, -1.657], [5.536, -2.598, -3.464], [-0.104, 1.861, -3.586], [1.084, -1.763, 4.114], [0.183, 1.989, -4.918], [1.837, 3.261, -3.060], [3.430, -5.163, -1.981], [-2.494, 3.603, 1.574], [-4.489, -0.646, 0.420], [-5.482, -1.579, 0.164], [-0.281, -1.618, 2.143], [-4.419, -3.136, 1.653], [2.107, 3.346, -4.455], [-0.556, -0.012, 3.908], [-5.446, -2.825, 0.776], [-0.655, -2.491, -2.042], [-3.446, -0.960, 1.296], [-3.058, 2.818, 2.675], [0.983, -0.577, -1.045], [-1.146, -1.375, -1.394], [-3.747, 0.831, 3.854], [5.237, -2.591, -1.974], [3.363, -3.960, -1.052], [-4.396, 1.597, 4.806], [-3.063, 1.421, 2.791], [-0.938, -0.495, 2.658], [0.708, 2.521, -2.631], [3.053, -1.609, -1.842], [6.609, -2.506, -3.631], [1.203, -3.127, 2.461], [-4.893, 3.593, 5.430], [-4.916, 1.116, 5.623], [-2.632, -2.459, 2.613], [5.739, -3.419, -1.474], [-1.345, -3.217, -2.448], [1.499, 2.799, -6.419], [2.926, 4.193, 0.018], [5.196, -3.524, -3.930], [2.802, -5.022, -2.862], [3.098, -6.061, -1.459], [1.116, -3.502, -2.707], [1.622, 0.220, -0.686], [2.354, -3.823, -0.669], [-2.206, -1.202, -1.276], [-3.770, -0.249, 3.934], [-3.744, 4.657, 3.539], [-4.392, -4.102, 2.141], [-0.567, -2.018, 1.178], [-4.511, 0.319, -0.068], [3.552, 2.362, 3.302], [-1.601, 3.981, -1.133], [-2.770, 4.654, 1.561], [-6.222, -3.551, 0.573], [-6.287, -1.330, -0.515], [2.423, 1.266, 4.170], [4.001, -4.134, -0.180], [4.450, -5.337, -2.325], [0.901, 2.928, 0.620], [5.591, -1.662, -1.526], [5.043, -1.758, -3.952], [1.857, -2.261, 4.684], [-1.043, 0.857, 4.328], [3.515, 4.433, -2.385], [0.722, -0.268, 5.608]]}

=====

What are the relative energies? In kcal/mol: (A) 0.0; (B) 32.5.